This record from OMol25 describes a structure of composition H16O8Pb in a non-equilibrium geometry. The level of theory is ωB97M-V/def2-TZVPD.

Output
Relative energy (zero: lowest compared OMol25 entry of this formula, charge and spin) (kcal/mol): 250.0
Highest occupied orbital energy (eV): -17.46
Kohn-Sham gap (eV): 2.928
Charge: +2
Molar mass (g mol⁻¹): 351.32
Energy (a.u.): -803.47343

Positions of all 25 atoms, in Å:
O: 5.0451 6.5971 9.4278
H: 3.6658 6.3550 3.8507
H: 5.0114 8.8918 7.2145
H: 8.7242 6.8036 4.2614
H: 5.1647 7.0264 8.5585
O: 7.6675 5.3381 9.8253
O: 4.7145 8.2362 6.6009
H: 8.0000 3.3526 3.9235
H: 5.1550 7.4766 2.8821
H: 3.7440 8.3363 6.5703
Pb: 5.8462 6.3129 5.5742
O: 3.5733 5.7018 4.6053
O: 7.3137 8.1754 7.5406
O: 8.8951 4.2264 7.4556
H: 4.1802 6.8967 9.8819
O: 7.9326 7.3256 4.3779
H: 7.8796 8.8320 7.0956
H: 7.4935 7.4491 3.5206
H: 6.7363 5.1051 9.7495
H: 3.1700 4.8941 4.2691
H: 7.3583 8.3673 8.4694
H: 8.3050 4.5728 9.8562
H: 8.7433 5.2297 7.7517
H: 8.1328 3.7907 7.8246
O: 5.6861 7.0677 3.5846